Record 1
The following is a quantum chemistry calculation of one molecule with the formula C4H6ClF at a distorted geometry, from the OMol25 dataset.

Values from the calculation:
E   -19483.703 eV
F_max   4.5 eV/A
Frontier orbital gap   11.250 eV
Spin multiplicity   1
Energy above the lowest of the compared OMol25 structures with the same formula, charge and spin   23.95 kcal per mole
SMILES string   C[C@@H]1C[C@]1(F)Cl

CARTESIAN COORDINATES (ANGSTROEM)
C 1.162 -0.994 -0.429
C 0.306 0.193 -0.352
C -0.386 0.888 0.923
C -1.199 0.294 -0.171
F -1.866 1.247 -0.861
Cl -2.193 -1.133 0.003
H 2.187 -0.743 -0.522
H 1.045 -1.536 0.546
H 0.995 -1.635 -1.341
H 0.591 1.116 -0.934
H -0.343 0.372 1.941
H -0.297 1.931 1.197

Record 2
The following is a quantum chemistry calculation of one molecule with the formula C4H6ClF3 at a distorted geometry, from the OMol25 dataset.

Values from the calculation:
E   -24919.954 eV
F_max   3.9 eV/A
Frontier orbital gap   12.151 eV
Spin multiplicity   1
Energy above the lowest of the compared OMol25 structures with the same formula, charge and spin   1.16 kcal per mole
SMILES string   CC(F)(F)[C@](C)(F)Cl

CARTESIAN COORDINATES (ANGSTROEM)
C 0.746 -0.897 -1.320
C -0.270 -0.865 -0.273
F 0.095 -1.764 0.744
F -1.433 -1.202 -0.807
C -0.614 0.499 0.395
C 0.310 1.268 1.299
F -1.711 0.148 1.224
Cl -1.281 1.423 -0.991
H 1.627 -0.445 -1.009
H 0.921 -1.974 -1.516
H 0.239 -0.653 -2.323
H -0.200 2.184 1.482
H 0.373 0.824 2.290
H 1.198 1.453 0.804

Record 3
The following is a quantum chemistry calculation of one molecule with the formula C4H6ClFN2 at a distorted geometry, from the OMol25 dataset.

Values from the calculation:
E   -22461.949 eV
F_max   4.8 eV/A
Frontier orbital gap   9.521 eV
Spin multiplicity   1
Energy above the lowest of the compared OMol25 structures with the same formula, charge and spin   69.83 kcal per mole
SMILES string   F[C@H](Cl)[C@H]1CC=NN1

CARTESIAN COORDINATES (ANGSTROEM)
F 1.786 1.010 0.478
C 0.465 1.615 0.109
Cl 0.046 2.723 1.299
C -0.496 0.394 0.098
C -0.008 -0.511 -1.009
C -0.185 -1.819 -0.427
N -0.081 -1.863 0.898
N 0.099 -0.470 1.210
H 0.429 2.105 -1.029
H -1.599 0.608 0.464
H 0.950 -0.333 -1.401
H -0.560 -0.308 -1.824
H -0.432 -2.766 -0.865
H -0.414 -0.385 1.999

Record 4
The following is a quantum chemistry calculation of a 2-piece molecular cluster, C4H6ClFN3 overall at a distorted geometry, from the OMol25 dataset.

Values from the calculation:
Net charge   +1
E   -23946.757 eV
F_max   4.3 eV/A
Frontier orbital gap   9.627 eV
Spin multiplicity   1
Energy above the lowest of the compared OMol25 structures with the same formula, charge and spin   47.42 kcal per mole

CARTESIAN COORDINATES (ANGSTROEM)
C 0.208 -1.606 0.642
C -0.596 0.577 -0.033
C -0.969 -0.846 -0.133
C 1.695 0.075 0.130
N 1.421 -1.120 0.685
N 0.697 1.003 0.087
N -1.558 1.439 -0.032
F 1.633 -0.545 -1.596
Cl 3.283 0.682 0.250
H -0.041 -2.591 0.966
H -1.095 -1.345 -1.159
H -1.871 -0.960 0.442
H 1.027 1.865 -0.228
H -2.413 0.951 -0.078
H -1.424 2.421 0.056

Record 5
The following is a quantum chemistry calculation of one molecule with the formula C4H6ClFS2 at a distorted geometry, from the OMol25 dataset.

Values from the calculation:
E   -41154.872 eV
F_max   3.3 eV/A
Frontier orbital gap   8.456 eV
Spin multiplicity   1
Energy above the lowest of the compared OMol25 structures with the same formula, charge and spin   10.54 kcal per mole
SMILES string   CSC(=S)C[C@@H](F)Cl

CARTESIAN COORDINATES (ANGSTROEM)
C 3.213 -0.979 -0.343
S 1.518 -1.273 0.139
C 0.872 0.388 -0.203
S 1.643 1.787 0.095
C -0.665 0.459 -0.609
C -1.614 -0.327 0.224
F -1.578 -0.050 1.514
Cl -3.234 -0.151 -0.481
H 3.827 -1.903 -0.284
H 3.658 -0.147 0.210
H 3.261 -0.703 -1.421
H -0.820 1.544 -0.667
H -0.731 0.098 -1.580
H -1.419 -1.347 0.138

Record 6
The following is a quantum chemistry calculation of a 2-piece molecular cluster, C4H6ClN overall at a distorted geometry, from the OMol25 dataset.

Values from the calculation:
E   -18254.919 eV
F_max   4.6 eV/A
Frontier orbital gap   10.324 eV
Spin multiplicity   1
Energy above the lowest of the compared OMol25 structures with the same formula, charge and spin   58.16 kcal per mole

CARTESIAN COORDINATES (ANGSTROEM)
C 0.719 0.507 -0.406
C 1.647 2.952 -0.522
C 0.563 0.256 -1.883
C 0.423 -0.558 0.424
N 1.194 1.848 -0.285
Cl -3.496 -1.880 3.297
H 1.307 0.737 -2.566
H -0.369 0.942 -2.101
H 0.334 -0.838 -2.055
H -2.831 -1.801 4.392
H 0.122 -1.547 0.165
H 0.387 -0.618 1.541

Record 7
The following is a quantum chemistry calculation of C4H6ClN as an isolated structure at a distorted geometry, from the OMol25 dataset.

Values from the calculation:
E   -18252.785 eV
F_max   5.8 eV/A
Frontier orbital gap   9.115 eV
Spin multiplicity   1
Energy above the lowest of the compared OMol25 structures with the same formula, charge and spin   107.38 kcal per mole

CARTESIAN COORDINATES (ANGSTROEM)
C -0.030 -1.998 -0.141
C 0.548 -1.054 -0.875
C -0.863 0.594 1.242
C 1.086 -0.232 -1.685
N -0.727 1.864 1.003
Cl -0.485 0.525 2.839
H 0.590 -2.781 0.230
H -1.092 -2.130 -0.076
H -0.611 2.164 0.034
H 1.238 -0.459 -2.759
H 1.446 0.728 -1.438
H -1.102 2.780 1.626

Record 8
The following is a quantum chemistry calculation of an isolated ion of composition C4H6ClN2 and charge +1 at a distorted geometry, from the OMol25 dataset.

Values from the calculation:
Net charge   +1
E   -19738.935 eV
F_max   7.0 eV/A
Frontier orbital gap   9.367 eV
Spin multiplicity   1
Energy above the lowest of the compared OMol25 structures with the same formula, charge and spin   39.90 kcal per mole
SMILES string   C[n+]1c[nH]c(Cl)c1

CARTESIAN COORDINATES (ANGSTROEM)
C 1.659 0.703 -0.603
N 0.439 0.149 -0.094
C -0.308 -0.764 -0.775
N -1.464 -1.018 -0.158
C -1.569 -0.337 1.023
Cl -2.742 -0.452 2.170
C -0.062 0.514 1.056
H 2.411 0.180 -0.067
H 1.815 0.508 -1.742
H 1.687 1.735 -0.120
H 0.014 -0.966 -1.815
H -2.284 -1.449 -0.663
H 0.403 1.196 1.788

Record 9
The following is a quantum chemistry calculation of one molecule with the formula C4H6ClN2P at a distorted geometry, from the OMol25 dataset.

Values from the calculation:
E   -29034.778 eV
F_max   5.7 eV/A
Frontier orbital gap   9.212 eV
Spin multiplicity   1
Energy above the lowest of the compared OMol25 structures with the same formula, charge and spin   23.65 kcal per mole
SMILES string   Cn1ccnc1PCl

CARTESIAN COORDINATES (ANGSTROEM)
C -1.749 -0.230 0.660
N -0.300 -0.135 0.540
C 0.606 -0.107 1.513
C 1.805 0.383 1.066
N 1.733 0.589 -0.303
C 0.489 0.299 -0.541
P -0.373 0.429 -2.629
Cl 1.267 0.766 -3.588
H -2.049 -0.252 -0.414
H -1.877 -1.224 1.022
H -2.089 0.597 1.186
H 0.354 -0.430 2.623
H 2.796 0.331 1.463
H -0.611 -1.016 -2.598

Record 10
The following is a quantum chemistry calculation of one molecule with the formula C4H6ClN3O3 at a distorted geometry, from the OMol25 dataset.

Values from the calculation:
E   -27375.405 eV
F_max   4.3 eV/A
Frontier orbital gap   10.748 eV
Spin multiplicity   1
Energy above the lowest of the compared OMol25 structures with the same formula, charge and spin   19.12 kcal per mole
SMILES string   [H]/N=C(\Cl)[C@@H](/C(=N/[H])OC)[N+](=O)[O-]

CARTESIAN COORDINATES (ANGSTROEM)
H 3.675 -1.162 1.162
N 2.880 -0.548 0.927
C 1.978 -0.846 0.178
Cl 1.723 -2.572 -0.368
C 0.936 0.087 -0.448
C -0.501 -0.279 0.123
N -0.373 -0.763 1.257
H -1.172 -0.639 1.816
O -1.485 0.058 -0.684
C -2.836 0.209 -0.587
N 1.286 1.534 -0.090
O 2.369 1.902 -0.462
O 0.463 2.148 0.500
H 0.838 0.101 -1.604
H -3.374 -0.224 0.419
H -3.358 -0.288 -1.466
H -3.049 1.282 -0.671

Record 11
The following is a quantum chemistry calculation of one molecule with the formula C4H6ClNO at a distorted geometry, from the OMol25 dataset.

Values from the calculation:
E   -20301.605 eV
F_max   2.3 eV/A
Frontier orbital gap (alpha / beta)   7.857 / 7.116 eV
Spin multiplicity   1
Energy above the lowest of the compared OMol25 structures with the same formula, charge and spin   98.53 kcal per mole

CARTESIAN COORDINATES (ANGSTROEM)
C -0.408 1.279 1.668
C 0.145 -0.323 1.518
C 0.941 0.745 -0.434
C -0.340 0.471 -1.309
N 1.186 -0.038 0.634
O -0.347 1.634 2.794
Cl 2.356 1.331 -1.185
H 0.378 -0.918 2.397
H -0.650 -0.700 0.969
H -1.185 1.128 -0.939
H -0.728 -0.584 -1.160
H -0.121 0.587 -2.404
H 1.968 0.181 1.262

Record 12
The following is a quantum chemistry calculation of a 2-piece molecular cluster, C4H6ClNS overall at a distorted geometry, from the OMol25 dataset.

Values from the calculation:
E   -29087.945 eV
F_max   3.6 eV/A
Frontier orbital gap (alpha / beta)   7.846 / 6.167 eV
Spin multiplicity   1
Energy above the lowest of the compared OMol25 structures with the same formula, charge and spin   110.65 kcal per mole

CARTESIAN COORDINATES (ANGSTROEM)
C -1.265 2.523 0.471
C -0.539 1.570 0.919
C 1.596 -1.123 0.511
C 0.027 -1.847 -1.244
N 0.638 -1.102 -0.224
S 0.859 1.581 1.938
Cl 2.976 -1.757 1.086
H -2.015 2.182 -0.232
H -1.105 3.584 0.770
H -0.624 0.594 0.592
H -0.936 -2.333 -0.942
H 0.632 -2.785 -1.576
H -0.244 -1.087 -2.070

Record 13
The following is a quantum chemistry calculation of a 2-piece molecular cluster, C4H6ClP overall at a distorted geometry, from the OMol25 dataset.

Values from the calculation:
E   -26050.840 eV
F_max   2.8 eV/A
Frontier orbital gap (alpha / beta)   7.914 / 8.204 eV
Spin multiplicity   1
Energy above the lowest of the compared OMol25 structures with the same formula, charge and spin   105.04 kcal per mole

CARTESIAN COORDINATES (ANGSTROEM)
C 2.162 -0.226 0.574
C 0.838 -0.576 0.752
C -0.739 0.053 -1.327
C -0.284 -0.093 0.064
P -1.952 -0.750 -0.011
Cl -3.400 0.649 0.245
H 3.057 -0.570 1.120
H 2.408 0.186 -0.442
H 0.671 -1.040 1.730
H -0.890 1.000 -1.720
H -0.355 -0.542 -2.121
H -1.517 1.909 1.136

Record 14
The following is a quantum chemistry calculation of C4H6CsO2 as an isolated structure at a distorted geometry, from the OMol25 dataset.

Values from the calculation:
Net charge   +1
E   -8880.011 eV
F_max   2.9 eV/A
Frontier orbital gap   8.466 eV
Spin multiplicity   1
Energy above the lowest of the compared OMol25 structures with the same formula, charge and spin   86.63 kcal per mole

CARTESIAN COORDINATES (ANGSTROEM)
C -0.430 1.469 0.450
O -1.429 2.372 0.311
H 0.524 1.984 0.597
H -2.289 1.947 0.214
C 1.102 -1.229 -1.603
C 0.689 -0.922 -0.353
C -0.336 0.095 -0.053
O -0.668 0.305 1.323
Cs -0.056 -1.945 3.862
H 1.855 -2.004 -1.749
H 0.930 -0.564 -2.456
H 1.069 -1.540 0.463
H -0.961 0.033 -1.005

Record 15
The following is a quantum chemistry calculation of C4H6ErLiO as an isolated structure at a distorted geometry, from the OMol25 dataset.

Values from the calculation:
E   -34111.656 eV
F_max   1.1 eV/A
Frontier orbital gap (alpha / beta)   6.481 / 6.708 eV
Spin multiplicity   4

CARTESIAN COORDINATES (ANGSTROEM)
C -2.877 0.157 -1.273
C -3.893 -0.476 -0.962
H -4.808 -0.945 -0.639
H -0.817 -0.624 0.629
O -0.072 -0.236 0.143
C 1.103 -0.146 0.991
C 2.321 0.208 0.170
Li -0.915 0.738 -1.296
Er 2.025 1.894 -1.605
H 1.171 -1.115 1.521
H 0.905 0.623 1.757
H 2.770 -0.692 -0.292
H 3.088 0.612 0.857

Record 16
The following is a quantum chemistry calculation of one molecule with the formula C4H6F2 at a distorted geometry, from the OMol25 dataset.

Values from the calculation:
E   -9677.820 eV
F_max   3.5 eV/A
Frontier orbital gap   11.292 eV
Spin multiplicity   1
Energy above the lowest of the compared OMol25 structures with the same formula, charge and spin   44.78 kcal per mole
SMILES string   C=CC(C)(F)F

CARTESIAN COORDINATES (ANGSTROEM)
C 1.214 1.429 -0.742
C 0.960 0.514 0.178
C 0.431 -1.225 -0.356
C -1.086 -0.994 -0.496
F 0.789 -2.106 0.624
F 1.024 -1.682 -1.466
H 1.277 2.549 -0.663
H 1.097 1.117 -1.718
H 0.725 0.650 1.266
H -1.538 -0.463 -1.364
H -1.320 -0.187 0.262
H -1.861 -1.752 -0.289

Record 17
The following is a quantum chemistry calculation of one molecule with the formula C4H6F2 at a distorted geometry, from the OMol25 dataset.

Values from the calculation:
E   -9678.921 eV
F_max   3.4 eV/A
Frontier orbital gap   9.973 eV
Spin multiplicity   1
Energy above the lowest of the compared OMol25 structures with the same formula, charge and spin   19.39 kcal per mole
SMILES string   C/C(F)=C(\C)F

CARTESIAN COORDINATES (ANGSTROEM)
C -1.565 1.138 0.117
C -0.628 -0.074 0.026
F -1.321 -1.174 -0.128
C 0.666 -0.072 -0.072
C 1.518 1.212 -0.071
F 1.334 -1.240 0.137
H -1.460 1.627 -0.879
H -2.542 0.599 0.235
H -1.273 1.888 0.879
H 2.466 0.849 -0.440
H 1.567 1.568 0.892
H 1.183 1.972 -0.768

Record 18
The following is a quantum chemistry calculation of one molecule with the formula C4H6F2N4 at a distorted geometry, from the OMol25 dataset.

Values from the calculation:
E   -15639.146 eV
F_max   4.3 eV/A
Frontier orbital gap   9.339 eV
Spin multiplicity   1
Energy above the lowest of the compared OMol25 structures with the same formula, charge and spin   7.36 kcal per mole
SMILES string   Cn1nnc(N)c1C(F)F

CARTESIAN COORDINATES (ANGSTROEM)
C 0.908 -2.119 0.178
N -0.165 -1.096 0.295
N -1.408 -1.353 0.457
N -2.160 -0.332 0.354
C -1.346 0.772 0.082
N -1.828 2.006 -0.121
C -0.027 0.225 -0.002
C 1.293 0.877 -0.186
F 1.890 0.552 -1.361
F 2.147 0.614 0.804
H 1.764 -1.599 0.485
H 0.629 -3.017 0.831
H 1.040 -2.422 -0.900
H -1.288 2.821 -0.077
H -2.648 2.139 -0.543
H 1.199 1.932 -0.295